1.
A structure of composition C23H44CeNOP3. Source: OMol25; level of theory: ωB97M-V/def2-TZVPD.

Geometry as XYZ:
```
73
C23H44CeNOP3 (ωB97M-V/def2-TZVPD)
Ce 0.54866 1.22963 -0.12198
P -1.84238 3.42777 -0.15427
P -0.67024 0.23379 -2.52203
P 1.23101 1.39447 2.79539
H 3.54132 -1.45645 -2.43171
C 3.99118 -2.07738 -1.64404
C 3.29268 -2.90180 -0.83778
H 2.19855 -3.08869 -0.88269
C -1.06397 4.72535 -1.16004
C -3.32706 2.83524 -0.83782
C -1.91122 3.88613 1.56870
C 0.27342 -1.20831 -3.08899
C -2.36416 -0.33757 -2.88605
C -0.39476 1.39917 -3.87498
C 2.32197 -0.07563 2.91074
C 0.22606 1.35766 4.33222
C 2.37658 2.77352 3.16010
H 5.07718 -1.93583 -1.47834
H 3.81282 -3.46212 -0.06558
H -1.82818 5.45384 -1.46474
H -0.59135 4.23580 -2.04433
H -0.22855 5.15473 -0.57686
H -3.82820 3.73544 -1.21026
H -3.94022 2.39770 -0.04682
H -3.17755 2.13034 -1.66191
H -1.94402 4.98962 1.56848
H -1.01023 3.55625 2.13646
H -2.82530 3.42747 1.98710
H 0.35864 -1.16681 -4.17776
H -0.23614 -2.13085 -2.80329
H 1.27978 -1.25210 -2.66470
H -2.51128 -0.34148 -3.97506
H -3.12466 0.30688 -2.43124
H -2.51171 -1.35496 -2.50234
H -0.70263 0.92257 -4.80882
H 0.66131 1.66622 -3.92840
H -0.97004 2.31523 -3.72978
H 3.10816 0.09371 3.65743
H 2.79908 -0.26927 1.93713
H 1.74823 -0.97052 3.17658
H 0.76121 1.78568 5.19605
H -0.06220 0.32246 4.57382
H -0.70315 1.93668 4.18487
H 3.17485 2.46353 3.84618
H 1.82727 3.61515 3.60370
H 2.83544 3.14355 2.23461
C 2.90671 3.30476 -0.85803
C 2.54730 4.61570 -1.18841
C 3.47254 5.65628 -1.02270
C 4.72875 5.37696 -0.47231
C 5.06753 4.08517 -0.04516
C 4.15013 3.06625 -0.23666
O 2.20434 2.17619 -1.15592
H -0.50658 2.88178 -0.15256
H 1.60420 4.78505 -1.70477
H 3.21692 6.66715 -1.38900
H 5.46094 6.17753 -0.39136
H 6.04244 3.81673 0.38004
H 4.40486 2.00640 -0.09356
N -1.69545 -0.15116 1.16647
C -1.37079 -1.54166 1.41960
C -1.22375 -2.42998 0.35381
C -0.62225 -3.67613 0.56179
C -0.16025 -3.98812 1.84063
C -0.35385 -3.13017 2.91561
C -0.98942 -1.91482 2.70609
H -2.37587 -0.01834 0.40588
H -1.90305 0.40240 2.01074
H -1.59374 -2.14925 -0.63562
H -0.47018 -4.35672 -0.28295
H 0.38359 -4.90973 1.97327
H 0.01182 -3.38564 3.90449
H -1.19786 -1.26940 3.55266
```

As for the net charge: +4. As for the HOMO-LUMO gap (alpha / beta): 4.2 / 4.2 eV. The value obtained for the total energy is -68853.252 eV. The HOMO energy (alpha / beta) comes out at -0.7037 / -0.7037 Ha. As for the multiplicity: 1.

Mulliken population analysis, charges in e, atoms 1 to 8:
1 Ce 0.461
2 P 0.758
3 P 1.199
4 P 0.958
5 H 0.244
6 C -0.577
7 C -0.357
8 H 0.180

2.
A cluster of 11 separate species, C21H64N4O11 in total. Source: OMol25; level of theory: ωB97M-V/def2-TZVPD.

Geometry as XYZ:
```
100
C21H64N4O11 (ωB97M-V/def2-TZVPD)
N -3.07790 2.01772 2.69254
C -3.34772 1.03017 3.62423
N -2.79451 1.27566 4.86470
O -4.14160 0.15128 3.49884
H -2.34511 2.64403 2.90412
H -3.09552 1.78236 1.71169
H -3.04907 0.60742 5.55881
H -2.31148 2.13151 5.06334
N -4.57738 0.51134 -1.59438
C -3.88382 0.39501 -2.75960
N -2.89112 1.36054 -2.90356
O -4.11125 -0.54859 -3.54280
H -4.31697 1.19561 -0.90181
H -5.00457 -0.29942 -1.24416
H -2.62955 1.88932 -2.07878
H -1.99164 1.08492 -3.28676
C -0.48448 -2.85269 -0.82799
C -1.83710 -2.18743 -1.29819
C -3.09332 -2.36661 -0.40977
O -1.49474 -0.80853 -1.40547
H -0.60293 -3.95777 -0.73498
H -0.20776 -2.54725 0.20633
H 0.29239 -2.58549 -1.59541
H -2.00107 -2.56774 -2.32786
H -4.05867 -2.23248 -0.97472
H -3.08464 -1.64214 0.41186
H -3.06623 -3.36183 0.00158
H -0.69663 -0.76980 -1.89573
C 1.62625 4.02662 3.39198
C 0.60314 3.06241 3.99658
C 1.19412 2.11260 5.03356
O -0.52668 3.75885 4.58854
H 2.53100 3.43975 3.15432
H 1.99264 4.77021 4.09370
H 1.20825 4.50685 2.48942
H 0.28083 2.32793 3.23376
H 1.96332 1.49046 4.61515
H 0.28803 1.52832 5.26370
H 1.51069 2.60340 6.01589
H -0.86256 4.37857 3.94719
C 0.16461 -3.25987 4.56388
C -1.07542 -3.37710 3.71877
C -2.35435 -3.55798 4.53538
O -1.18891 -2.20762 2.89219
H 0.15598 -4.01951 5.35308
H -0.04564 -2.32099 5.08946
H 1.07903 -3.27995 3.99824
H -0.83156 -4.27497 3.03358
H -3.12730 -3.82287 3.84993
H -2.56872 -2.58394 4.86914
H -2.28123 -4.38864 5.30611
H -2.06270 -1.84964 3.03850
C 5.28594 -0.90570 -1.27973
C 6.15103 -1.97126 -1.96965
C 5.70592 -3.39750 -1.61844
O 5.89214 -1.78379 -3.37255
H 4.20741 -1.05610 -1.55001
H 5.66661 0.10558 -1.48602
H 5.15478 -1.12696 -0.20016
H 7.20827 -1.76826 -1.78587
H 6.37248 -4.07787 -2.10731
H 4.61792 -3.52926 -1.84757
H 5.75666 -3.47013 -0.53305
H 6.51802 -2.43279 -3.76500
C 1.11853 2.57925 -2.12417
C 2.35655 2.17406 -1.24016
C 3.68870 2.44626 -1.97360
O 2.29715 2.78828 0.04897
H 1.05801 2.08579 -3.09945
H 1.32812 3.59971 -2.35241
H 0.17747 2.43620 -1.57953
H 2.22998 1.10011 -1.13316
H 4.41241 2.18107 -1.27990
H 3.82398 3.43822 -2.35085
H 3.78702 1.74748 -2.84205
H 2.00290 3.71595 -0.18895
C -2.66252 -1.49882 -6.64059
O -2.23536 -1.28885 -5.34075
H -2.78248 -2.53774 -6.92028
H -3.65801 -1.01979 -6.93794
H -1.94178 -1.11106 -7.39650
H -3.06903 -1.08482 -4.84839
C 1.03168 -1.15277 -4.49590
O -0.04238 -0.35942 -3.97874
H 0.83807 -2.20259 -4.33220
H 1.11762 -0.89157 -5.52470
H 1.93766 -1.04016 -3.95335
H -0.89877 -0.73905 -4.34169
C 0.74892 -0.00638 1.19510
O -0.34750 0.65529 0.53169
H 0.52324 -1.00547 1.63432
H 1.53890 -0.19753 0.50725
H 1.05618 0.68391 1.92578
H -0.88793 -0.01370 -0.01335
C -1.86023 3.97356 0.03979
O -2.13318 2.64632 -0.53151
H -0.93801 3.91569 0.56186
H -1.94677 4.66057 -0.81035
H -2.55694 4.33472 0.81540
H -1.41784 1.98929 -0.34238
```

As for the net charge: 0. As for the HOMO-LUMO gap: 10.1 eV. The value obtained for the total energy is -51296.995 eV. The energy relative to the best compared isomer or geometry (same formula, charge and spin) comes out at 0.816 eV. The HOMO energy comes out at -0.3551 Ha. As for the multiplicity: 1. The SMILES is NC(N)=O.NC(N)=O.CC(C)O.CC(C)O.CC(C)O.CC(C)O.CC(C)O.CO.CO.CO.CO.

Mulliken population analysis, charges in e, atoms 1 to 8:
1 N -0.303
2 C 0.595
3 N -0.333
4 O -0.626
5 H 0.206
6 H 0.114
7 H 0.201
8 H 0.177

3.
A cluster of 10 separate species, C2H25N2O9 in total. Source: OMol25; level of theory: ωB97M-V/def2-TZVPD.

Geometry as XYZ:
```
38
C2H25N2O9 (ωB97M-V/def2-TZVPD)
C 0.15786 0.94585 -2.71439
C 0.20836 1.72292 -1.63668
N 0.94479 1.34061 -0.42594
N -0.72387 1.05345 -3.73998
H 0.89558 0.17112 -2.86803
H -0.41896 2.60165 -1.56520
H 1.92993 1.09298 -0.55401
H 0.87134 1.93855 0.42874
H 0.39139 0.50996 -0.16072
H -1.62229 1.44932 -3.50548
H -0.60546 0.66047 -4.65439
H 4.20819 2.21852 1.12482
H 3.60462 3.43426 0.43379
O 3.72792 2.48516 0.33512
H -3.49868 3.27305 -0.90637
H -3.06718 2.62021 0.51375
O -3.06059 2.55689 -0.44560
H 1.16667 -4.49457 1.49549
H -0.19928 -3.70229 1.39332
O 0.69712 -3.78331 1.05138
H 3.20697 -1.69815 0.83465
H 1.70346 -1.89626 0.58717
O 2.41944 -1.25276 0.50574
H -1.77101 0.39911 1.81864
H -1.54826 1.10785 0.34381
O -1.52207 1.16572 1.30414
H -1.81263 -4.39989 -1.45689
H -0.34770 -4.13758 -1.11976
O -0.98344 -4.08821 -1.84784
H -2.13029 -2.15896 2.81394
H -0.62587 -1.64844 3.04159
O -1.26183 -2.02245 2.42389
H -0.88084 -1.28916 0.83002
H -0.95976 -1.86576 -0.60660
O -0.64040 -1.09903 -0.09921
H 1.05323 1.84842 2.81903
H -0.23436 2.50258 2.06965
O 0.72790 2.43818 2.13841
```

As for the net charge: +1. As for the HOMO-LUMO gap: 8.5 eV. The value obtained for the total energy is -23881.882 eV. The energy relative to the best compared isomer or geometry (same formula, charge and spin) comes out at 2.410 eV. The HOMO energy comes out at -0.4192 Ha. As for the multiplicity: 1.

Mulliken population analysis, charges in e, atoms 1 to 8:
1 C 0.178
2 C -0.568
3 N 0.372
4 N -0.434
5 H 0.364
6 H 0.335
7 H 0.407
8 H 0.395